1.
This record from OMol25 describes the molecule C4H5NO2. The level of theory is ωB97M-V/def2-TZVPD.

Spin multiplicity: 1
SMILES: O=C1CCN=CO1

Positions of all 12 atoms, in Å:
1 O -0.922 2.408 0.012
2 C -0.354 1.359 0.094
3 C -1.021 0.019 0.283
4 C -0.231 -1.164 -0.300
5 N 1.210 -0.988 -0.302
6 C 1.687 0.151 -0.076
7 O 1.019 1.345 0.095
8 H -1.140 -0.101 1.367
9 H -2.023 0.103 -0.143
10 H -0.555 -1.391 -1.322
11 H -0.426 -2.066 0.289
12 H 2.755 0.324 0.003

Atoms 1-2, force components in eV/Å:
O 0.2 -0.4 0.0
C -0.3 0.2 0.0

2.
This record from OMol25 describes a 2-piece molecular cluster, C4H5NO2S overall. The level of theory is ωB97M-V/def2-TZVPD.

Spin multiplicity: 1

Positions of all 13 atoms, in Å:
1 C -1.845 1.266 -0.362
2 C -2.924 1.746 -0.239
3 C -0.586 0.640 -0.395
4 C -0.524 -0.779 0.131
5 N 3.254 -0.555 -0.591
6 O 1.933 -0.866 1.516
7 O 0.433 1.164 -0.760
8 S 2.570 0.100 0.636
9 H -0.179 -1.620 -0.597
10 H -1.543 -1.164 0.591
11 H 0.154 -0.753 0.955
12 H -3.854 2.303 -0.059
13 H 3.111 -1.482 -0.827

Atoms 1-2, force components in eV/Å:
C -0.3 0.4 -0.1
C -2.1 1.4 0.5

3.
This record from OMol25 describes a 2-piece molecular cluster, C4H5NO2S overall. The level of theory is ωB97M-V/def2-TZVPD.

Spin multiplicity: 1

Positions of all 13 atoms, in Å:
1 C 0.788 0.746 1.211
2 C -0.699 0.973 1.456
3 C -0.377 0.044 0.310
4 C -0.059 -1.438 -1.422
5 H 0.923 2.881 1.270
6 H 1.321 -0.011 1.751
7 H -0.984 2.052 1.471
8 H -1.168 0.526 2.389
9 H -0.019 -1.904 -2.502
10 N -0.228 -2.145 -0.329
11 O 1.627 1.832 0.794
12 O -0.479 -1.304 0.679
13 S -0.349 0.331 -1.449

Atoms 1-2, force components in eV/Å:
C -0.9 0.1 -1.0
C 0.2 -0.2 1.9

4.
This record from OMol25 describes a 2-piece molecular cluster, C4H5NO3 overall. The level of theory is ωB97M-V/def2-TZVPD.

Spin multiplicity: 1
SMILES: O=[NH+][O-].O=C=C1CC1

Positions of all 13 atoms, in Å:
1 O 2.902 -2.960 3.048
2 N 2.296 -2.455 2.142
3 O 1.445 -1.633 2.220
4 H 2.661 -2.772 1.205
5 O 2.207 -1.753 -0.720
6 C 1.368 -0.975 -0.458
7 C 0.353 -0.200 -0.668
8 C -1.109 -0.114 -0.302
9 C -0.238 1.153 -0.550
10 H -1.516 -0.177 0.740
11 H -1.785 -0.446 -1.078
12 H -0.341 1.741 -1.447
13 H 0.067 1.738 0.344

Atoms 1-2, force components in eV/Å:
O 0.3 -0.5 1.0
N 1.9 -1.1 -0.7

5.
This record from OMol25 describes the molecule C4H5NO3. The level of theory is ωB97M-V/def2-TZVPD.

Spin multiplicity: 1
SMILES: NC(=O)/C=C/C(=O)O

Positions of all 13 atoms, in Å:
1 N 0.875 -1.634 1.465
2 C 0.251 -1.842 0.294
3 O 0.364 -2.874 -0.362
4 C -0.575 -0.714 -0.245
5 C -0.257 0.576 -0.120
6 C -0.778 1.606 -1.015
7 O -1.896 2.009 -1.153
8 O 0.443 2.557 -0.993
9 H 1.422 -2.379 1.876
10 H 0.664 -0.841 2.054
11 H -1.451 -1.014 -0.827
12 H 0.886 1.109 0.014
13 H 0.052 3.441 -0.989

Atoms 1-2, force components in eV/Å:
N 0.3 0.2 0.9
C -0.1 -0.9 -0.8

6.
This record from OMol25 describes the molecule C4H5NO3. The level of theory is ωB97M-V/def2-TZVPD.

Spin multiplicity: 1

Positions of all 13 atoms, in Å:
1 C 2.263 1.363 0.289
2 C 0.090 -1.533 -0.265
3 C -1.441 0.409 0.481
4 C -0.597 -0.159 -0.682
5 N 1.509 0.659 -0.272
6 O -0.557 -2.555 -0.267
7 O 1.282 -1.271 0.065
8 O 0.373 0.751 -1.029
9 H 3.076 1.189 1.075
10 H -2.088 1.156 0.150
11 H -2.121 -0.325 0.901
12 H -0.697 0.678 1.253
13 H -1.092 -0.362 -1.702

Atoms 1-2, force components in eV/Å:
C 1.5 -0.9 1.5
C -0.6 1.4 -0.3

7.
This record from OMol25 describes the molecule C4H5NO4S. The level of theory is ωB97M-V/def2-TZVPD.

Spin multiplicity: 1

Positions of all 15 atoms, in Å:
1 C -0.293 -1.033 0.003
2 C -0.283 0.117 -0.746
3 C 0.528 -1.399 1.163
4 C -1.363 0.495 -1.825
5 N 1.434 -0.410 1.408
6 O 0.403 -2.407 1.849
7 O -0.545 3.110 0.002
8 O 0.723 0.975 -0.577
9 O 2.255 -0.713 2.374
10 S 0.784 2.534 -0.026
11 H -1.067 -1.683 -0.189
12 H -0.977 0.279 -2.778
13 H -1.365 1.634 -1.897
14 H -2.346 0.025 -1.522
15 H 2.112 -1.525 2.761

Atoms 1-2, force components in eV/Å:
C 0.4 1.9 -0.5
C -1.6 -1.2 0.3

8.
This record from OMol25 describes C4H5NO5 as an isolated structure. The level of theory is ωB97M-V/def2-TZVPD.

Spin multiplicity: 1

Positions of all 15 atoms, in Å:
1 N -0.418 3.646 1.350
2 O -1.542 4.118 1.425
3 O 0.696 4.085 1.378
4 C 1.195 -0.897 -1.180
5 C 0.002 -1.422 -0.437
6 C -0.582 -2.528 -0.813
7 C -0.531 -0.512 0.692
8 O -1.481 -0.779 1.373
9 O 0.236 0.711 0.859
10 O -0.451 1.798 1.409
11 H 1.474 0.036 -0.650
12 H 2.075 -1.556 -1.181
13 H 0.987 -0.635 -2.228
14 H -1.466 -2.973 -0.328
15 H -0.195 -3.093 -1.670

Atoms 1-2, force components in eV/Å:
N -0.3 2.7 -1.0
O 3.3 -1.8 0.0

9.
This record from OMol25 describes C4H5NO5 as an isolated structure. The level of theory is ωB97M-V/def2-TZVPD.

Spin multiplicity: 1

Positions of all 15 atoms, in Å:
1 C -0.825 0.511 -1.407
2 N -0.363 -1.615 0.265
3 C -0.037 0.685 1.230
4 C 0.294 -0.420 -0.019
5 C -0.362 1.769 -1.112
6 O 0.433 -2.693 0.678
7 O 1.059 1.341 1.558
8 O -1.113 0.785 1.758
9 O 1.504 -0.429 -0.335
10 O 0.159 2.787 -1.084
11 H 1.226 -2.635 0.107
12 H 1.764 1.030 0.943
13 H -1.215 -1.614 0.817
14 H -1.806 0.343 -0.979
15 H -0.719 0.156 -2.421

Atoms 1-2, force components in eV/Å:
C -0.7 1.3 1.0
N -1.0 -0.1 -1.2

10.
This record from OMol25 describes a 2-piece molecular cluster, C4H5NO5P2S overall. The level of theory is ωB97M-V/def2-TZVPD.

Spin multiplicity: 1
Net charge: -2

Positions of all 18 atoms, in Å:
1 C -0.121 0.697 -2.021
2 C -2.332 -0.083 -1.787
3 C -0.471 0.409 -0.721
4 C 0.400 0.403 0.340
5 N -1.710 -0.114 -0.644
6 O 0.216 -0.442 2.995
7 O -1.371 1.559 2.167
8 O 1.219 1.854 2.399
9 O 1.722 0.876 0.035
10 O 2.411 -2.319 -0.830
11 P 1.490 -2.313 0.317
12 P 0.030 1.000 2.043
13 S -1.386 0.434 -3.132
14 H 0.762 1.253 -2.373
15 H -3.265 -0.455 -2.087
16 H 1.931 1.164 0.890
17 H 0.441 -1.065 2.357
18 H 0.035 -2.859 0.052

Atoms 1-2, force components in eV/Å:
C 1.7 1.6 -1.3
C 1.5 0.0 0.2

11.
This record from OMol25 describes the molecule C4H5NOS. The level of theory is ωB97M-V/def2-TZVPD.

Spin multiplicity: 1

Positions of all 12 atoms, in Å:
1 C -0.669 -1.110 -1.016
2 C -1.027 -0.789 0.173
3 C -0.048 0.030 -1.836
4 C 0.972 0.806 1.528
5 N -0.096 1.154 -1.088
6 O 0.380 -0.054 -2.967
7 S -0.716 1.070 0.386
8 H -0.768 -2.069 -1.367
9 H -1.373 -1.300 0.976
10 H 1.679 0.154 1.023
11 H 0.611 0.300 2.427
12 H 1.055 1.808 1.761

Atoms 1-2, force components in eV/Å:
C 0.7 1.2 -1.1
C 0.3 3.1 0.6

12.
This record from OMol25 describes the molecule C4H5NOS. The level of theory is ωB97M-V/def2-TZVPD.

Spin multiplicity: 1
SMILES: C=CC(=O)/C=N\S

Positions of all 12 atoms, in Å:
1 C 0.574 -1.108 -1.378
2 C 0.085 0.136 -1.287
3 C -0.775 0.752 -0.316
4 O -1.202 1.926 -0.317
5 C -1.153 0.137 1.023
6 N -0.207 -0.098 1.789
7 S 1.356 0.188 1.416
8 H 0.545 -1.765 -0.594
9 H 1.191 -1.505 -2.248
10 H -0.017 0.807 -2.099
11 H -2.247 -0.227 1.257
12 H 1.850 0.756 2.754

Atoms 1-2, force components in eV/Å:
C 1.0 1.4 -2.2
C -0.6 -0.6 -1.5

13.
This record from OMol25 describes C4H5NOS as an isolated structure. The level of theory is ωB97M-V/def2-TZVPD.

Spin multiplicity: 1

Positions of all 12 atoms, in Å:
1 C 0.840 1.499 0.598
2 C -0.304 1.759 1.335
3 C -1.307 0.543 0.957
4 C -0.395 -0.243 0.004
5 H 0.831 -0.858 -1.426
6 H 1.692 2.181 0.162
7 H -0.602 2.728 1.641
8 H -2.319 0.814 0.593
9 H -1.415 0.092 1.810
10 N 0.791 0.355 -0.175
11 O 1.810 -0.508 -0.727
12 S -0.700 -1.545 -0.819

Atoms 1-2, force components in eV/Å:
C 1.2 3.2 -0.4
C 1.1 -2.3 -3.5

14.
This record from OMol25 describes the molecule C4H5NOS. The level of theory is ωB97M-V/def2-TZVPD.

Spin multiplicity: 1
SMILES: C=C1NC(=O)CS1

Positions of all 12 atoms, in Å:
1 C 2.182 -1.166 -0.120
2 C 1.046 -0.408 0.052
3 N -0.172 -1.019 0.212
4 C -1.293 -0.352 0.095
5 O -2.439 -0.811 -0.219
6 C -0.947 1.100 0.110
7 S 0.784 1.253 -0.079
8 H 3.226 -0.647 0.200
9 H 2.260 -2.272 -0.194
10 H -0.358 -1.948 0.264
11 H -1.370 1.624 1.089
12 H -1.512 1.769 -0.637

Atoms 1-2, force components in eV/Å:
C 2.0 2.1 1.8
C 2.3 -3.6 -0.3

15.
This record from OMol25 describes the molecule C4H5NOS. The level of theory is ωB97M-V/def2-TZVPD.

Spin multiplicity: 1
SMILES: Oc1c[nH]cc1S

Positions of all 12 atoms, in Å:
1 O 0.208 2.095 0.008
2 C -0.410 0.848 0.082
3 C -1.760 0.612 -0.029
4 N -1.978 -0.757 -0.118
5 C -0.808 -1.419 0.036
6 C 0.228 -0.455 0.118
7 S 1.966 -0.529 -0.086
8 H 1.157 1.894 -0.547
9 H -2.687 1.218 0.000
10 H -2.837 -1.317 0.345
11 H -0.708 -2.526 -0.022
12 H 2.306 0.227 1.116

Atoms 1-2, force components in eV/Å:
O 3.2 -2.2 -2.0
C -0.5 0.0 -0.6

16.
This record from OMol25 describes the molecule C4H5NOS. The level of theory is ωB97M-V/def2-TZVPD.

Spin multiplicity: 1
SMILES: O=C(C=S)N1CC1

Positions of all 12 atoms, in Å:
1 O -0.142 2.130 0.010
2 C 0.378 1.049 -0.180
3 C 1.891 0.933 -0.039
4 S 2.768 -0.402 -0.137
5 N -0.300 -0.072 -0.581
6 C -0.487 -1.277 0.199
7 C -1.637 -0.375 -0.122
8 H 2.337 1.905 0.157
9 H -0.113 -1.264 1.235
10 H -0.345 -2.231 -0.313
11 H -2.306 -0.662 -0.917
12 H -2.045 0.265 0.688

Atoms 1-2, force components in eV/Å:
O 0.1 -0.3 -0.1
C 0.3 0.3 0.2

17.
This record from OMol25 describes the molecule C4H5NOS2. The level of theory is ωB97M-V/def2-TZVPD.

Spin multiplicity: 1
SMILES: CSC(=S)OCC#N

Positions of all 13 atoms, in Å:
1 C 0.385 -1.038 2.376
2 S 0.248 -0.023 0.730
3 C -0.978 -0.701 -0.392
4 S -1.820 -2.037 0.003
5 O -1.080 0.006 -1.634
6 C -0.414 1.292 -1.573
7 C 1.115 1.223 -2.101
8 N 2.154 0.905 -2.632
9 H 0.770 -2.097 2.145
10 H -0.332 -0.813 3.165
11 H 1.360 -0.271 2.565
12 H -0.438 1.736 -0.383
13 H -0.971 1.818 -2.268

Atoms 1-2, force components in eV/Å:
C 3.7 2.2 -2.1
S -0.5 -1.1 1.0

18.
This record from OMol25 describes the molecule C4H5NOS2. The level of theory is ωB97M-V/def2-TZVPD.

Spin multiplicity: 1
SMILES: C=CO/C(C=S)=N\S

Positions of all 13 atoms, in Å:
1 C 0.758 2.296 -0.113
2 C 0.612 1.037 0.311
3 O -0.259 0.236 -0.450
4 C -0.385 -1.110 -0.078
5 C 0.815 -1.950 0.071
6 S 2.359 -1.625 -0.263
7 N -1.494 -1.682 0.071
8 S -2.956 -0.852 -0.139
9 H 0.326 2.547 -1.075
10 H 1.291 3.079 0.416
11 H 0.950 0.564 1.262
12 H 0.523 -2.902 0.559
13 H -2.540 0.361 -0.572

Atoms 1-2, force components in eV/Å:
C 0.1 -0.8 0.2
C -0.6 0.5 0.2

Respective strongest force on any atom values: 0.5 5.0 6.3 2.3 5.0 3.0 4.3 3.8 4.2 3.6 4.3 4.8 6.3 5.7 4.4 0.9 6.4 2.1 eV/A.
Respective electronic energy values: -9813.858 -20645.371 -20643.266 -11855.924 -11859.817 -11855.945 -24739.360 -15947.261 -15952.400 -45369.915 -18598.951 -18598.260 -18597.105 -18600.386 -18600.208 -18599.904 -29433.422 -29434.547 eV.